C23H29N7O6 | wB97M-V/def2-TZVPD

E_LUMO (Ha): -0.015
Gap between HOMO and LUMO (eV): 8.84
Maximum force (eV/Å): 3.59
Structure (SMILES): C[N+](=O)[O-].C[N+](=O)[O-].C[N+](=O)[O-].c1ccncc1.c1ccncc1.c1ccncc1.c1ccncc1
Energy above the lowest of the compared OMol25 structures with the same formula, charge and spin (eV): 0.5609

```
! wB97M-V def2-TZVPD RIJCOSX def2/J DEFGRID3
* xyz 0 1
C 2.6419 -3.2726 2.1705
N 1.8651 -3.2313 0.8422
O 1.9446 -2.2318 0.1113
O 1.0716 -4.1169 0.6960
H 1.9468 -3.2166 3.0083
H 3.1886 -2.3459 2.3451
H 3.3446 -4.1052 2.2015
C -2.1501 -2.4561 0.8715
N -3.2109 -2.4385 -0.2042
O -2.8677 -2.3872 -1.3444
O -4.3897 -2.4411 0.1855
H -1.6439 -3.4211 0.8975
H -2.6887 -2.2624 1.7991
H -1.3856 -1.6860 0.7684
C -3.3012 -0.4144 3.8037
N -4.7206 -0.0546 3.5768
O -5.1079 0.0391 2.4262
O -5.4734 0.1280 4.5164
H -3.0047 0.1413 4.6933
H -2.7017 -0.0701 2.9609
H -3.1881 -1.4513 4.1202
N -5.8018 2.3565 -2.3416
C -4.8707 2.8771 -3.1463
C -3.8005 2.1002 -3.6552
C -3.6300 0.8017 -3.2348
C -4.5720 0.2047 -2.3456
C -5.6566 1.0519 -1.9610
H -4.9700 3.9059 -3.4597
H -3.0862 2.5897 -4.3006
H -2.8136 0.1973 -3.6014
H -4.4633 -0.8324 -2.0648
H -6.4552 0.7047 -1.3221
N 3.6374 -1.9382 -4.4708
C 2.5105 -1.7090 -3.7722
C 2.4149 -0.7071 -2.7977
C 3.5052 0.1477 -2.6953
C 4.5707 0.0172 -3.4934
C 4.6771 -1.0910 -4.3654
H 1.6978 -2.3972 -3.9515
H 1.5793 -0.6646 -2.1148
H 3.4647 0.9774 -2.0052
H 5.4421 0.6539 -3.4521
H 5.6047 -1.3136 -4.8717
N 3.4972 0.9941 2.3895
C 4.7767 0.9175 2.9438
C 5.8755 1.6273 2.4318
C 5.6544 2.4852 1.3671
C 4.4099 2.5175 0.7260
C 3.3785 1.7535 1.2644
H 4.9923 0.2358 3.7532
H 6.7867 1.6473 3.0113
H 6.5197 3.0043 0.9821
H 4.0853 3.0805 -0.1366
H 2.3957 1.9896 0.8838
N -2.4083 2.1095 1.2552
C -2.3112 1.2495 0.1190
C -1.2018 0.5079 -0.3045
C -0.0626 0.6021 0.5179
C -0.0954 1.3795 1.6755
C -1.2646 2.1278 2.0157
H -3.2531 1.1894 -0.4060
H -1.2434 -0.2371 -1.0853
H 0.8503 0.0805 0.2707
H 0.6843 1.3287 2.4210
H -1.2196 2.7715 2.8817
*
```


C23H29N9O2 | wB97M-V/def2-TZVPD

E_LUMO (Ha): -0.014
Gap between HOMO and LUMO (eV): 7.21
Maximum force (eV/Å): 10.46
Structure (SMILES): Cc1c(N)ccc2c1C(=O)NC2=O.CC#N.CC#N.CC#N.CC#N.CC#N.CC#N.CC#N

```
! wB97M-V def2-TZVPD RIJCOSX def2/J DEFGRID3
* xyz 0 1
C 2.3651 -0.1785 -0.2751
C 0.8558 0.1780 0.2908
C 0.3344 1.6701 0.7468
N 1.3190 2.8154 0.6525
C -1.2172 1.9463 1.3044
C -2.2891 0.6705 1.4487
C -1.7122 -0.7970 1.0005
C -0.2026 -1.0667 0.4214
C -0.0935 -2.6637 0.0683
O 0.9387 -3.3631 -0.4177
N -1.4404 -3.3434 0.3404
C -2.3739 -2.2965 0.9840
O -3.5705 -2.5953 1.4961
H 3.0940 -0.4093 0.6318
H 2.3195 -1.1712 -0.9147
H 2.8221 0.6865 -0.9264
H 1.9349 2.5804 -0.1618
H 0.7634 3.6544 0.3189
H -1.5126 3.0450 1.5826
H -3.3893 0.7804 1.8331
H -1.3160 -4.2222 0.9230
C -4.8524 3.0021 -1.2134
C -4.3311 3.1339 0.2084
N -3.8987 3.2432 1.3878
H -5.3640 3.9219 -1.5096
H -4.0210 2.8202 -1.8999
H -5.5557 2.1673 -1.2767
C 2.4963 1.5121 -4.8703
C 2.0606 1.7531 -3.4342
N 1.6990 1.9530 -2.2428
H 3.5551 1.2405 -4.8980
H 1.9088 0.6998 -5.3069
H 2.3457 2.4187 -5.4627
C -0.0268 -7.6516 2.4961
C -0.9694 -6.4725 2.6739
N -1.7514 -5.4944 2.8215
H -0.1900 -8.1153 1.5193
H 1.0107 -7.3124 2.5603
H -0.2076 -8.3947 3.2776
C -2.2123 -7.8591 6.5369
C -1.1906 -8.7968 5.9144
N -0.3431 -9.5746 5.3980
H -1.8233 -6.8373 6.5465
H -3.1399 -7.8816 5.9585
H -2.4253 -8.1686 7.5637
C -0.5273 4.9805 -6.3131
C 0.8241 4.3879 -6.6778
N 1.9452 3.8964 -6.9802
H -1.3188 4.2515 -6.5076
H -0.5430 5.2488 -5.2532
H -0.7146 5.8771 -6.9102
C 6.5732 -0.0672 -0.2200
C 5.6306 1.1119 -0.0422
N 4.8486 2.0900 0.1054
H 6.4100 -0.5309 -1.1968
H 7.6107 0.2720 -0.1558
H 6.3924 -0.8102 0.5615
C -1.3104 6.5202 1.4131
C -1.1537 6.0160 -0.0123
N -1.0237 5.5977 -1.1947
H -1.5994 7.5748 1.4058
H -2.0821 5.9431 1.9299
H -0.3651 6.4138 1.9522
*
```


C23H29NO5 | wB97M-V/def2-TZVPD

E_LUMO (Ha): 0.022
Gap between HOMO and LUMO (eV): 8.35
Maximum force (eV/Å): 0.59
Structure (SMILES): COc1ccc([C@@H](CC(=O)N2CCCCC2)c2c(O)cc(OC)cc2OC)cc1
Energy above the lowest of the compared OMol25 structures with the same formula, charge and spin (eV): 1.0761

```
! wB97M-V def2-TZVPD RIJCOSX def2/J DEFGRID3
* xyz 0 1
C -1.7368 -5.9605 0.3645
H -1.9720 -6.7738 1.0500
O -1.1967 -4.9356 1.1590
C -0.8021 -3.7781 0.5435
C -0.9001 -3.5229 -0.8177
C -0.4647 -2.3102 -1.3268
C 0.0689 -1.3327 -0.5039
C 0.1632 -1.5961 0.8586
C -0.2645 -2.7991 1.3784
H -0.1932 -3.0092 2.4347
H 0.5784 -0.8522 1.5209
C 0.5300 -0.0122 -1.0800
C 2.0014 0.1928 -0.7952
C 2.5302 0.8219 0.3357
C 3.9067 0.9460 0.5120
C 4.7825 0.4306 -0.4317
C 4.2754 -0.2115 -1.5537
C 2.9066 -0.3295 -1.7259
O 2.4048 -0.9582 -2.8228
H 3.1339 -1.2601 -3.3775
H 4.9656 -0.6144 -2.2796
O 6.1422 0.5000 -0.3502
C 6.7200 1.1288 0.7663
H 7.7967 1.0616 0.6176
H 6.4534 0.6203 1.6988
H 6.4310 2.1832 0.8303
H 4.2918 1.4398 1.3868
O 1.6383 1.3072 1.2551
C 2.1170 1.9465 2.4101
H 1.2294 2.2300 2.9756
H 2.7305 1.2773 3.0227
H 2.6897 2.8487 2.1698
C -0.3777 1.1284 -0.6071
C -1.6988 1.1052 -1.3610
O -1.8944 0.3890 -2.3249
N -2.6534 1.9639 -0.9210
C -2.5848 2.8181 0.2403
H -1.5594 2.9127 0.5911
C -3.4921 2.2723 1.3466
C -4.9245 2.1671 0.8279
C -4.9560 1.3175 -0.4406
C -3.9888 1.8870 -1.4785
H -3.9414 1.2460 -2.3598
H -4.3071 2.8918 -1.7795
H -5.9644 1.2897 -0.8555
H -4.6545 0.2952 -0.2039
H -5.5696 1.7281 1.5910
H -5.3022 3.1681 0.6040
H -3.4483 2.9292 2.2169
H -3.1367 1.2832 1.6432
H -2.9367 3.8158 -0.0533
H 0.1118 2.0871 -0.7931
H -0.5653 1.0305 0.4602
H 0.4242 -0.0770 -2.1670
H -0.5540 -2.1183 -2.3845
H -1.3129 -4.2557 -1.4937
H -2.6534 -5.6388 -0.1415
H -1.0172 -6.3143 -0.3815
*
```


C23H30AsN3O3Rh | wB97M-V/def2-TZVPD

E_LUMO (Ha): -0.159
Gap between HOMO and LUMO (eV): 5.57
Maximum force (eV/Å): 1.03
Energy above the lowest of the compared OMol25 structures with the same formula, charge and spin (eV): 0.0000

```
! wB97M-V def2-TZVPD RIJCOSX def2/J DEFGRID3
* xyz 1 1
Rh -0.9968 -1.7811 -1.5740
C 5.5134 1.6825 4.9971
O 4.5343 2.5778 5.4981
C 3.5392 2.9612 4.6704
C 2.6230 3.8719 5.1975
C 1.5823 4.3288 4.4187
C 1.3985 3.8431 3.1254
C 2.3324 2.9652 2.5881
C 3.4033 2.5280 3.3502
N 0.3281 4.4359 2.3941
N -0.3518 3.8542 1.5424
C -0.4039 2.4345 1.3662
C -0.3622 1.4836 2.3606
C -0.5637 0.1150 2.1164
C -0.7711 -0.3350 0.8279
O -0.9304 -1.5870 0.4470
C -0.8785 0.6476 -0.1838
N -1.1997 0.1577 -1.4225
C -1.4335 0.9762 -2.4324
C -1.3454 2.3637 -2.2595
C -0.9968 2.8854 -1.0397
C -0.7461 2.0253 0.0520
H 6.2066 1.5092 5.8142
H 6.0516 2.1184 4.1524
H 5.0635 0.7333 4.6966
H 2.7670 4.2242 6.2096
H 0.8863 5.0643 4.8004
H 2.2553 2.6431 1.5582
H 4.1322 1.8665 2.9059
H -0.1961 1.7959 3.3826
H -0.5462 -0.5909 2.9358
H -1.6769 0.5231 -3.3841
H -1.5539 3.0048 -3.1036
H -0.9271 3.9539 -0.8874
C 0.9710 -3.8395 -2.6470
C 0.7111 -2.5883 -3.4935
C 1.5484 -1.4137 -2.9782
C 0.9954 -2.8636 -4.9598
O -0.6789 -2.2264 -3.4098
H 2.0399 -4.0368 -2.5518
H 0.4977 -4.7124 -3.0960
H 0.5780 -3.7212 -1.6245
H 2.6145 -1.5828 -3.1321
H 1.4059 -1.2686 -1.8929
H 1.2657 -0.4946 -3.4924
H 2.0363 -3.1619 -5.0987
H 0.8053 -1.9719 -5.5563
H 0.3525 -3.6661 -5.3194
C -4.3178 -1.8035 -2.8397
As -3.2273 -2.3010 -1.3353
C -3.9704 -1.3420 0.1567
C -3.5645 -4.1627 -0.9975
H -5.3617 -1.9764 -2.5799
H -4.0466 -2.3991 -3.7088
H -4.1632 -0.7498 -3.0622
H -5.0510 -1.4810 0.1572
H -3.7339 -0.2838 0.0617
H -3.5344 -1.7249 1.0754
H -4.6433 -4.2843 -0.9034
H -3.0735 -4.4554 -0.0719
H -3.1921 -4.7685 -1.8206
*
```


C23H30BClIrN2O2 | wB97M-V/def2-TZVPD

E_LUMO (spin up / spin down) (Ha): -0.325 / -0.380
Gap between HOMO and LUMO (spin up / spin down) (eV): 5.80 / 4.30
Maximum force (eV/Å): 2.45
Energy above the lowest of the compared OMol25 structures with the same formula, charge and spin (eV): 1.3572

```
! wB97M-V def2-TZVPD RIJCOSX def2/J DEFGRID3
* xyz 2 2
Ir 0.7795 0.1323 -0.1997
C 2.6521 4.8016 -1.8374
C 1.4210 3.8607 -1.8898
C 0.7398 3.9359 -3.2557
C 1.8889 2.5039 -1.4878
C 2.1476 2.2295 -0.0973
C 2.7709 1.0535 0.3417
C 3.0599 0.0147 -0.5825
C 3.8677 -1.1804 -0.2024
C 2.6437 0.2327 -1.9276
C 2.1423 1.4682 -2.3837
H 2.3326 5.8090 -2.0985
H 3.4116 4.4813 -2.5537
H 3.1075 4.8352 -0.8444
H 0.7201 4.2046 -1.1219
H 1.4467 3.7400 -4.0674
H 0.3534 4.9425 -3.4054
H -0.0940 3.2429 -3.3475
H 1.9522 3.0139 0.6262
H 3.0815 0.9511 1.3733
H 3.6673 -1.4888 0.8222
H 4.9246 -0.9034 -0.2638
H 3.7021 -2.0169 -0.8775
H 2.8284 -0.5562 -2.6481
H 1.9273 1.5951 -3.4381
Cl -1.1818 -2.6068 7.5420
C -0.7470 -2.0122 5.9996
C -1.6369 -1.2265 5.2848
C -1.2804 -0.7375 4.0140
C -0.0402 -1.0497 3.4675
C 0.8464 -1.8455 4.1857
C 0.4959 -2.3184 5.4649
C 0.3138 -0.5740 2.1413
O 1.3527 -0.9637 1.5153
O -0.4121 0.2652 1.5087
H -2.6068 -0.9968 5.7077
H -1.9693 -0.1042 3.4665
H 1.8090 -2.0974 3.7578
H 1.1870 -2.9305 6.0297
B -2.1104 1.2293 -3.5572
C -1.1391 1.0793 -2.3799
N -0.3649 0.9170 -1.5277
H -2.8911 0.2999 -3.5011
H -1.3927 1.3000 -4.5430
H -2.6781 2.2984 -3.5096
C -2.8450 -3.6354 -1.4564
C -2.6871 -2.5399 -0.3851
C -3.6605 -1.3667 -0.6559
C -2.8923 -3.1084 1.0273
C -1.3404 -1.9594 -0.4771
N -0.2990 -1.4791 -0.5604
H -3.8918 -3.9369 -1.4778
H -2.2334 -4.5080 -1.2234
H -2.5719 -3.2684 -2.4467
H -4.6737 -1.7312 -0.4880
H -3.5819 -1.0164 -1.6863
H -3.4739 -0.5269 0.0162
H -3.9068 -3.5011 1.0885
H -2.7774 -2.3310 1.7868
H -2.1937 -3.9200 1.2382
*
```


C23H30BiClO5 | wB97M-V/def2-TZVPD

E_LUMO (spin up / spin down) (Ha): 0.151 / 0.151
Gap between HOMO and LUMO (spin up / spin down) (eV): 2.19 / 2.19
Maximum force (eV/Å): 2.23

```
! wB97M-V def2-TZVPD RIJCOSX def2/J DEFGRID3
* xyz -2 1
C -4.9502 -2.1349 -5.1230
C -3.7536 -1.3324 -4.5795
C -4.8284 -3.5621 -4.5783
C -3.3714 -3.7494 -4.0664
H -5.0672 -4.2579 -5.3874
H -5.5594 -3.7149 -3.7785
C -2.6343 -2.3447 -4.4651
H -4.0394 -0.8483 -3.6264
H -3.4681 -0.5394 -5.2869
C -1.2932 -1.7347 -3.9646
H -2.3524 -2.6093 -5.5059
H -2.8887 -4.5193 -4.6934
C -3.3363 -4.2247 -2.7019
C -6.2833 -1.4743 -4.8288
C -5.0369 -2.1625 -6.6530
O -5.2630 -3.1692 -7.3150
O -6.4627 -0.6368 -3.9572
O -7.2478 -1.8891 -5.6689
O -4.9081 -0.9613 -7.2395
C -5.1458 -1.0466 -8.6523
H -5.0637 -0.0245 -9.0162
H -6.1468 -1.4540 -8.8421
H -4.4019 -1.6980 -9.1246
C -8.5036 -1.2555 -5.4504
H -8.8335 -1.3932 -4.4163
H -9.1823 -1.7368 -6.1497
H -8.4242 -0.1841 -5.6624
O -1.0104 -1.3397 -2.6560
H -1.1793 -0.8033 -4.5690
H -0.4876 -2.3959 -4.3162
C -2.2122 -5.0776 -2.2903
C -4.1186 -3.5127 -1.6715
H -5.0429 -4.0688 -1.4391
H -4.3957 -2.4876 -1.9757
H -3.5487 -3.4318 -0.7323
H -1.8808 -4.8265 -1.2751
H -1.3226 -4.9536 -2.9273
H -2.4989 -6.1411 -2.2959
Bi -0.7095 -1.3257 -0.6340
C 2.0343 -0.4991 -0.1520
C 1.7399 -1.3060 -1.3282
C 1.5594 -0.3824 -2.4302
H 1.8234 -2.3890 -1.3972
C 1.6879 0.9235 -1.9386
C 1.9886 0.8662 -0.5472
H 2.1909 1.7163 0.0916
H 2.2983 -0.8925 0.8243
H 1.3938 -0.6644 -3.4713
H 1.6073 1.8363 -2.5360
C -1.6973 0.1725 1.8925
C -0.7176 1.2081 1.8649
C -0.9910 2.0529 0.7503
H 0.0721 1.3595 2.5958
C -2.1407 1.5548 0.0778
C -2.5918 0.3840 0.7802
H -3.4938 -0.1847 0.5657
H -1.7884 -0.6077 2.6448
H -0.4410 2.9524 0.4900
H -2.6318 2.0117 -0.7799
Cl -0.7526 -3.5472 0.5489
*
```


C23H30Cl2IN2O11S | wB97M-V/def2-TZVPD

E_LUMO (Ha): 0.022
Gap between HOMO and LUMO (eV): 6.88
Maximum force (eV/Å): 7.66

```
! wB97M-V def2-TZVPD RIJCOSX def2/J DEFGRID3
* xyz -1 1
C -4.9078 3.8513 2.4033
C -4.2310 4.1224 0.9588
O -4.5947 5.1094 0.2497
N -3.2091 3.1343 0.5233
C -2.2280 3.8735 -0.3604
C -3.9448 2.0792 -0.2667
C -2.9729 0.9874 -0.9305
C -3.4262 -0.5438 -0.6285
C -2.6193 -1.6063 -1.5758
C -1.0778 -1.4937 -1.0880
C -0.1546 -0.5132 -1.8722
Cl -0.6726 0.4682 -3.3262
C 1.3070 -0.3617 -1.3778
C 1.8706 -1.1587 -0.1381
C 0.9831 -2.1696 0.6160
C 1.5674 -3.0102 1.8371
C 1.7573 -2.1853 3.1899
O 0.8630 -2.3203 4.0742
C -0.4981 -2.3104 0.1124
C -1.4886 -3.3144 0.8909
C -1.3198 -4.8621 0.4432
C -2.3263 -5.2214 -0.7731
S -1.5658 -5.0021 -2.4499
O -2.4983 -4.2877 -3.4200
O -1.3786 -6.4008 -3.0234
O -0.0375 -4.3160 -2.4006
C 3.3792 -0.6909 0.0699
O 4.2787 -1.1796 0.8059
N 3.4798 0.4435 -0.8432
C 3.7274 1.8127 -0.2645
C 3.4387 1.9482 1.3024
C 3.8824 3.4649 1.7044
I 1.2780 1.8583 1.7971
C 2.4910 0.5761 -1.9162
O 2.5362 1.2712 -2.9527
H -6.0295 3.7080 2.2356
H -4.4921 2.9160 2.9045
H -4.7735 4.7874 3.0488
H -2.5583 3.9155 -1.4556
H -1.2035 3.3612 -0.2491
H -2.0681 4.9555 0.0059
H -4.7653 1.6364 0.3956
H -4.4852 2.6346 -1.1267
H -1.8954 1.1274 -0.5556
H -3.0311 1.1471 -2.0697
H -3.1033 -0.7329 0.4688
H -4.5573 -0.6910 -0.6598
H -2.7679 -1.2370 -2.6426
H -3.0492 -2.6487 -1.3770
H 0.8780 -3.9202 1.9823
H 2.5794 -3.4532 1.4927
H 2.6706 -1.5268 3.4174
H -2.5782 -2.9691 0.7236
H -1.3261 -3.2412 2.0298
H -1.5565 -5.4891 1.3798
H -0.2215 -5.0162 0.1629
H -2.6330 -6.3263 -0.6335
H -3.2860 -4.6170 -0.6116
H 0.0616 -3.7993 -3.2364
H 3.1139 2.6036 -0.8323
H 4.8542 2.0491 -0.4126
H 4.0372 1.2169 1.9572
H 3.2842 4.1682 1.0062
H 3.5298 3.7439 2.7687
H 5.0057 3.6355 1.6032
O 6.3320 3.0059 -0.3105
Cl 7.7390 3.2022 -0.6193
O 7.8795 4.3233 -1.5222
O 8.2642 2.0076 -1.2428
O 8.4640 3.4705 0.6039
*
```


C23H30DyN6OS | wB97M-V/def2-TZVPD

E_LUMO (spin up / spin down) (Ha): -0.410 / -0.334
Gap between HOMO and LUMO (spin up / spin down) (eV): 6.58 / 8.66
Maximum force (eV/Å): 0.77
Energy above the lowest of the compared OMol25 structures with the same formula, charge and spin (eV): 0.3095

```
! wB97M-V def2-TZVPD RIJCOSX def2/J DEFGRID3
* xyz 3 6
Dy 0.1320 1.0140 -0.5988
C 0.0158 0.8021 2.9019
C 0.2995 2.2594 2.5393
N 1.1658 2.4051 1.3379
C 2.6182 2.2018 1.5998
C 3.0872 0.7501 1.7266
S 2.3294 -0.4266 0.5330
C 1.4680 -1.6317 1.6342
C -0.0359 -1.4062 1.8916
N -0.4372 0.0100 1.7289
H -0.7376 0.7933 3.6950
H 0.9157 0.3446 3.3087
H 0.7521 2.7429 3.4115
H -0.6508 2.7629 2.3335
H 1.1150 3.4014 1.1100
H 2.9238 2.7171 2.5213
H 3.1575 2.6680 0.7673
H 2.9339 0.3473 2.7249
H 4.1590 0.7216 1.5209
H 2.0405 -1.6459 2.5614
H 1.6352 -2.6011 1.1621
H -0.2474 -1.7606 2.9092
H -0.6515 -2.0126 1.2207
H -1.4629 0.0182 1.7472
O 0.0450 -1.4835 -1.1874
C 0.2313 -1.9008 -2.5520
C -0.1115 -0.7858 -3.5047
C -0.3344 -1.0897 -4.8420
C -0.6073 -0.0675 -5.7321
C -0.6593 1.2325 -5.2421
C -0.4385 1.4487 -3.8971
N -0.1581 0.4666 -3.0145
H 0.1304 -2.3032 -0.6785
H -0.3996 -2.7725 -2.7645
H 1.2829 -2.1890 -2.7055
H -0.2913 -2.1142 -5.1741
H -0.7786 -0.2807 -6.7750
H -0.8632 2.0616 -5.9013
H -0.4694 2.4587 -3.4987
C -3.7550 1.9977 -2.4163
C -3.1143 1.1591 -1.5127
N -2.1880 1.5881 -0.6429
C -1.8768 2.8999 -0.6871
C -2.3674 3.7856 -1.6413
C -3.3638 3.3213 -2.5092
C -1.8341 5.1395 -1.6941
C -0.5417 5.5031 -1.6930
C 0.7114 4.7559 -1.7993
C 1.8274 5.5287 -2.1723
C 3.0486 4.9071 -2.3523
N 3.1526 3.5869 -2.2139
C 2.0848 2.9253 -1.8689
N 0.8531 3.4136 -1.6069
H -4.5410 1.6151 -3.0480
H -3.3829 0.1126 -1.4417
H -1.2831 3.3057 0.1351
H -3.8096 3.9840 -3.2363
H -2.5752 5.9254 -1.7680
H -0.3697 6.5698 -1.7483
H 1.7310 6.5925 -2.3202
H 3.9502 5.4432 -2.6160
H 2.2140 1.8278 -1.8046
*
```